Density functional theory data (wB97M-V/def2-TZVPD) for a molecular structure, C27H57ClN4O8V at a distorted geometry.

Values from the calculation:
Molecular weight   652.17 g mol⁻¹
Energy relative to the best compared isomer or geometry (same formula, charge and spin)   0.0 kJ/mol
Electronic energy   -89470.745 eV
Net charge   -1
LUMO   2.48 eV

```
98
C27H57ClN4O8V wB97M-V/def2-TZVPD
O 1.465 1.077 -1.135
V 0.243 0.682 -0.223
O 0.624 0.702 1.282
N -0.877 -2.351 -1.086
O -0.291 -3.402 -0.842
O -0.249 -1.247 -0.906
O -2.040 -2.299 -1.451
Cl -2.082 1.286 -0.481
C -0.366 3.494 2.512
C -0.349 4.654 1.519
C -0.146 5.977 2.261
C 0.819 7.019 1.670
C 1.979 6.248 1.045
C 1.556 5.343 -0.083
N 0.694 4.344 0.517
O 0.275 3.377 -0.408
C 0.841 6.103 -1.225
C 2.803 4.656 -0.652
C -1.753 4.713 0.857
H -0.927 3.797 3.414
H 0.633 3.246 2.863
H -0.935 2.631 2.170
H -1.090 6.476 2.485
H 0.279 5.796 3.259
H 1.205 7.733 2.397
H 0.306 7.605 0.900
H 2.271 5.595 1.887
H 2.887 6.831 0.880
H 0.417 7.062 -0.939
H 1.500 6.299 -2.077
H 0.046 5.498 -1.668
H 3.264 4.005 0.095
H 2.466 3.964 -1.429
H 3.527 5.379 -1.019
H -1.745 5.298 -0.068
H -2.471 5.084 1.585
H -2.099 3.709 0.595
H -0.525 3.751 -0.814
C 6.196 -3.972 -5.066
C 4.700 -4.144 -4.782
C 4.605 -4.945 -3.494
C 3.182 -4.912 -2.929
C 2.755 -3.456 -2.717
C 2.856 -2.550 -3.945
N 4.193 -2.780 -4.527
O 4.403 -1.952 -5.669
C 1.685 -2.841 -4.892
C 2.804 -1.103 -3.443
C 4.063 -4.874 -5.976
H 6.751 -3.717 -4.159
H 6.438 -3.173 -5.764
H 6.625 -4.911 -5.430
H 4.879 -5.998 -3.612
H 5.258 -4.531 -2.723
H 3.062 -5.387 -1.956
H 2.483 -5.361 -3.645
H 3.363 -3.071 -1.889
H 1.740 -3.413 -2.307
H 2.014 -2.839 -5.939
H 1.247 -3.832 -4.747
H 0.871 -2.125 -4.805
H 3.255 -0.413 -4.151
H 1.729 -0.898 -3.347
H 3.133 -0.872 -2.431
H 2.989 -4.974 -5.804
H 4.503 -5.860 -6.100
H 4.174 -4.270 -6.878
H 3.700 -2.185 -6.295
C -6.457 -0.647 2.920
C -5.270 -1.026 3.799
C -5.533 -2.394 4.403
C -4.320 -3.035 5.022
C -3.233 -3.155 3.954
C -2.890 -1.830 3.261
N -4.127 -1.152 2.891
O -3.866 0.008 2.135
C -2.081 -0.969 4.257
C -2.054 -2.182 2.046
C -5.089 0.052 4.871
H -7.446 -0.758 3.383
H -6.558 -1.292 2.045
H -6.331 0.384 2.587
H -6.429 -2.413 5.033
H -5.862 -3.011 3.552
H -4.560 -4.016 5.437
H -3.929 -2.434 5.850
H -3.571 -3.902 3.230
H -2.340 -3.534 4.455
H -2.417 -1.016 5.290
H -1.038 -1.314 4.300
H -1.976 0.054 3.887
H -2.754 -2.590 1.301
H -1.443 -1.416 1.576
H -1.429 -3.078 2.147
H -4.649 0.956 4.423
H -4.470 -0.186 5.729
H -6.074 0.424 5.173
H -3.621 0.693 2.778
```

Density functional theory data (wB97M-V/def2-TZVPD) for a molecular structure, C27H57ClOP2PtSi2 at a distorted geometry.

Values from the calculation:
Molecular weight   746.40 g mol⁻¹
2S+1   5
Energy relative to the best compared isomer or geometry (same formula, charge and spin)   0.0 kJ/mol
Electronic energy   -81071.578 eV
LUMO (spin up / spin down)   0.54 / -0.89 eV

```
91
C27H57ClOP2PtSi2 wB97M-V/def2-TZVPD
Pt 0.248 0.068 -0.253
C 2.169 -1.207 0.897
C 1.970 -1.771 -0.378
C 2.264 -0.727 -1.321
Si 1.417 -3.539 -0.594
C 2.611 0.443 -0.600
C 2.539 0.148 0.805
Si 2.815 1.195 2.324
H 1.975 -1.720 1.823
H 2.273 -0.825 -2.394
H 2.924 1.376 -1.038
Cl -1.086 1.454 -1.856
C 3.114 0.066 3.792
C 4.299 2.330 2.119
C 1.767 -4.479 0.991
C 2.319 -4.379 -2.013
H 5.210 1.737 2.038
H 4.410 2.986 2.982
H 4.244 2.960 1.234
H 2.252 -0.571 3.984
H 3.294 0.650 4.695
H 3.980 -0.576 3.636
H 3.385 -4.437 -1.794
H 2.211 -3.859 -2.963
H 1.957 -5.397 -2.155
H 2.827 -4.468 1.241
H 1.461 -5.521 0.896
H 1.219 -4.054 1.830
C 1.220 2.162 2.650
C -0.458 -3.523 -0.857
P 0.364 2.505 1.069
H 1.372 3.044 3.270
H 0.563 1.484 3.196
P -0.955 -1.973 -1.695
H -0.902 -3.472 0.138
H -0.833 -4.424 -1.339
C -2.825 -2.012 -1.862
C -0.315 -2.208 -3.440
C 1.456 3.799 0.269
C -1.227 3.411 1.487
C -2.425 2.476 1.420
H -1.325 4.148 0.687
C -1.188 4.136 2.825
H -1.140 3.429 3.651
H -2.101 4.719 2.950
H -0.348 4.818 2.920
H -2.529 2.031 0.436
H -3.339 3.030 1.640
H -2.340 1.667 2.142
H 2.407 3.274 0.174
C 1.696 5.051 1.098
C 0.988 4.152 -1.133
H 2.036 4.831 2.107
H 0.796 5.660 1.166
H 2.462 5.665 0.624
H 0.910 3.278 -1.770
H 1.688 4.854 -1.590
H 0.010 4.630 -1.125
H 0.759 -2.309 -3.282
C -0.532 -0.972 -4.298
C -0.804 -3.461 -4.149
H -0.655 -4.364 -3.561
H -0.259 -3.590 -5.085
H -1.859 -3.386 -4.402
H -0.100 -0.084 -3.850
H -1.591 -0.769 -4.455
H -0.081 -1.122 -5.280
C -3.487 -1.133 -0.810
C -3.416 -3.414 -1.836
H -3.009 -1.567 -2.842
H -3.292 -3.871 -0.855
H -2.978 -4.080 -2.572
H -4.488 -3.362 -2.034
H -3.264 -1.479 0.196
H -4.569 -1.150 -0.942
H -3.154 -0.103 -0.887
C -2.678 3.463 -4.303
H -1.929 3.729 -5.080
H -3.513 2.985 -4.860
H -3.086 4.436 -3.952
C -2.620 -0.852 2.521
C -1.102 -0.804 2.262
C -0.489 -1.727 3.325
O -0.776 -1.248 0.962
H -3.001 -1.893 2.430
H -3.196 -0.209 1.837
H -2.843 -0.493 3.549
H -0.756 0.209 2.379
H -0.852 -2.769 3.191
H 0.595 -1.755 3.303
H -0.766 -1.380 4.344
```

Density functional theory data (wB97M-V/def2-TZVPD) for a molecular structure, C27H58BN2O14S2.

Values from the calculation:
Molecular weight   709.71 g mol⁻¹
Electronic energy   -82934.468 eV
Net charge   -1
LUMO   1.53 eV

```
104
C27H58BN2O14S2 wB97M-V/def2-TZVPD
N 9.527 0.027 -0.631
B 9.508 0.475 -2.005
O 10.562 0.395 -2.890
S 7.967 1.411 -2.605
O 7.941 1.452 -4.059
O 8.110 2.677 -1.901
N 6.685 0.648 -2.032
S 6.522 -0.876 -2.358
O 7.053 -1.743 -1.316
O 5.180 -1.185 -2.812
H 9.304 -0.953 -0.486
H 10.457 0.184 -0.249
H 10.741 -0.477 -3.242
H 7.327 -1.083 -3.435
C 1.635 0.353 0.461
C 2.872 -0.353 0.976
O 2.806 -1.068 1.954
C 4.127 -0.114 0.196
H 0.771 0.118 1.080
H 1.802 1.433 0.458
H 1.444 0.044 -0.568
H 4.372 0.950 0.174
H 3.999 -0.439 -0.839
H 4.961 -0.662 0.630
C -1.931 -2.304 2.764
C -0.921 -3.168 3.477
O -1.220 -3.852 4.433
C 0.473 -3.112 2.919
H -2.909 -2.396 3.230
H -1.610 -1.262 2.780
H -1.994 -2.589 1.713
H 0.853 -2.090 2.954
H 0.465 -3.408 1.868
H 1.144 -3.760 3.477
C -3.558 1.491 0.651
C -3.155 0.373 -0.269
O -2.396 -0.506 0.081
C -3.719 0.411 -1.666
H -3.054 1.373 1.608
H -3.266 2.447 0.214
H -4.638 1.504 0.800
H -3.425 1.335 -2.165
H -4.811 0.392 -1.638
H -3.351 -0.442 -2.233
C -4.201 -7.605 5.410
C -2.868 -8.054 4.854
O -2.515 -9.209 4.924
C -2.023 -6.983 4.221
H -4.726 -8.453 5.843
H -4.046 -6.837 6.170
H -4.806 -7.161 4.617
H -1.803 -6.191 4.938
H -2.564 -6.518 3.395
H -1.092 -7.409 3.854
C 0.347 4.756 -1.476
C -0.346 3.507 -1.002
O -1.023 3.512 0.005
C -0.188 2.275 -1.853
H 0.138 5.575 -0.793
H 1.425 4.605 -1.559
H -0.027 5.023 -2.466
H 0.869 2.018 -1.945
H -0.565 2.478 -2.858
H -0.726 1.437 -1.413
C -2.369 6.234 1.075
C -2.718 6.593 -0.346
O -1.937 7.160 -1.077
C -4.100 6.201 -0.812
H -1.357 6.562 1.304
H -3.074 6.710 1.760
H -2.432 5.154 1.210
H -4.855 6.675 -0.181
H -4.230 5.120 -0.722
H -4.243 6.504 -1.846
C 6.075 -4.747 -0.574
C 7.100 -5.664 0.035
O 8.225 -5.774 -0.397
C 6.646 -6.463 1.239
H 6.492 -4.200 -1.414
H 5.211 -5.333 -0.896
H 5.730 -4.023 0.166
H 5.790 -7.086 0.972
H 6.323 -5.788 2.033
H 7.460 -7.090 1.596
C -6.779 4.006 3.358
C -7.114 3.773 1.905
O -6.307 3.304 1.136
C -8.505 4.155 1.461
H -5.757 3.694 3.556
H -6.896 5.063 3.604
H -7.465 3.444 3.995
H -8.678 5.217 1.645
H -9.247 3.598 2.035
H -8.625 3.943 0.402
C -3.949 1.359 -6.718
C -3.266 1.401 -5.373
O -3.721 2.036 -4.450
C -1.990 0.607 -5.239
H -4.852 1.963 -6.693
H -3.274 1.735 -7.490
H -4.200 0.328 -6.977
H -1.251 0.958 -5.962
H -2.180 -0.447 -5.453
H -1.591 0.705 -4.233
```